(1)
The following is a DFT calculation (the ωB97M-V functional and the def2-TZVPD basis) of a 11-piece molecular cluster, C16H54N16O11 overall in a non-equilibrium geometry.

Computed properties:
LUMO ... 0.06 eV
Net charge ... 0
Energy relative to the best compared isomer or geometry (same formula, charge and spin) ... 0.0 kcal per mole
Kohn-Sham gap ... 9.218 eV
HOMO level ... -9.157 eV
Largest force on an atom ... 2.20 eV Å⁻¹
Calculated total energy ... -2346.0923 Eh
SMILES ... NC(N)=O.NC(N)=O.NC(N)=O.NC(N)=O.NC(N)=O.NC(N)=O.NC(N)=O.NC(N)=O.CC(C)O.CC(C)O.CCO

Positions of all 97 atoms, in Å:
H -2.95 -0.38 -2.06
H -3.69 0.46 -0.77
H 4.14 -1.03 -4.42
H 5.15 -3.01 -0.13
N -0.90 -3.03 -2.97
O -1.11 -1.20 -1.63
H -2.80 0.69 4.17
H -5.74 1.42 1.62
O 3.40 -4.91 -0.13
C -1.24 -2.42 -1.80
H -0.46 -2.58 2.00
H -1.97 -3.14 4.60
H 3.63 0.00 -3.17
H -1.39 4.70 -4.00
N 3.53 2.55 -3.38
O -5.01 2.05 -2.25
C -1.03 2.04 5.55
N -1.76 -3.28 -0.91
O -2.48 -2.92 2.03
H -0.84 1.71 -3.40
H -1.78 -4.25 -1.17
C -0.27 0.60 1.25
N 0.32 0.54 0.06
H 2.93 5.41 1.74
O 2.26 1.86 -1.56
C -4.16 1.23 2.83
N 3.39 -0.72 -3.83
H -0.57 2.63 3.69
O 1.66 -1.64 -5.03
N -1.44 -0.06 1.31
H -0.91 -5.04 1.34
C 4.36 -2.92 -0.86
H -5.46 -0.21 2.30
H 4.33 2.47 -0.33
H -0.03 0.74 4.23
C 2.08 -2.90 0.34
H 2.00 -1.81 0.26
H 4.43 2.88 -3.68
O 3.66 2.40 1.43
O 0.19 1.26 2.20
H -1.56 -5.30 3.02
O -1.72 2.22 6.54
H 2.50 -3.78 -1.53
H 3.95 -4.76 0.65
H -2.47 3.68 -3.24
H 4.79 -3.37 -1.76
N -0.54 0.85 5.09
H 4.51 4.79 1.31
H -3.34 0.10 -4.16
H 0.26 2.78 -4.17
H 4.14 -1.89 -1.16
H -0.69 0.07 5.71
H 0.60 2.70 -1.85
H 0.31 -0.22 -3.67
H -0.04 -0.06 -0.67
N 3.56 4.65 1.60
H -1.31 -1.63 3.92
H -3.15 -3.39 2.54
N 4.41 2.59 -1.34
C -0.55 2.77 -3.43
H 2.33 -3.05 1.39
N -3.57 0.35 -1.76
H -2.09 0.12 2.06
H 1.70 0.55 -2.75
C 3.29 2.36 -2.07
C 2.08 -0.87 -4.17
N -3.51 0.30 3.57
C 3.03 -3.62 -0.60
H 1.16 1.09 -0.05
O -3.71 2.35 2.64
C -4.25 1.18 -2.62
H -4.32 1.43 -4.63
H 1.40 2.42 2.40
N 1.84 3.35 2.43
H -2.15 3.32 -4.88
N -5.31 0.78 2.27
H -3.97 -0.59 3.64
N -0.87 2.96 4.59
H -0.86 3.93 4.84
C -0.90 -4.72 2.38
O -0.09 3.29 -2.20
H -0.58 -2.40 -3.69
C 3.04 3.40 1.81
N 1.27 -0.08 -3.43
H 0.15 -4.90 2.61
H 5.25 2.73 -1.85
H 1.08 -3.28 0.14
H -0.24 -2.86 4.45
H -1.66 -0.55 0.46
H -1.86 -3.04 0.07
H -1.16 -3.98 -3.11
C -1.65 3.64 -3.97
C -1.20 -2.71 3.95
C -1.18 -3.22 2.51
H 1.45 4.25 2.64
N -3.97 0.83 -3.90
H 2.86 2.27 -4.07

(2)
The following is a DFT calculation (the ωB97M-V functional and the def2-TZVPD basis) of C7H16AlF2NO11PS2 as an isolated structure in a non-equilibrium geometry.

Computed properties:
LUMO ... -10.87 eV
Net charge ... +1
Kohn-Sham gap ... 1.624 eV
HOMO level ... -12.494 eV
Largest force on an atom ... 7.99 eV Å⁻¹
Calculated total energy ... -2738.0120 Eh

Positions of all 41 atoms, in Å:
P -1.76 1.13 -0.48
H -1.61 0.57 -4.47
F 5.96 -5.53 -0.96
O -2.50 0.94 0.92
O 4.86 -6.78 -2.55
H -0.99 2.03 1.73
H -0.11 3.39 -1.42
C 3.10 0.28 5.38
O -1.99 2.63 -1.00
H -3.48 0.31 -4.43
C -2.55 0.58 -3.92
H -2.02 5.11 -1.66
Al 3.94 -0.95 0.53
S 2.54 -5.56 -2.03
H -1.32 -0.48 -2.62
C -1.88 1.47 2.03
O -0.30 0.72 -0.55
C -2.39 -0.28 -2.71
H -2.32 4.91 0.13
O 1.93 -6.87 -1.85
F 1.39 -4.49 -1.85
O 2.91 0.25 6.61
N 3.59 -4.90 -1.04
H -2.40 2.34 3.82
C -1.59 4.92 -0.68
H 2.18 0.88 6.67
H -2.84 -1.27 -2.63
O 3.88 -0.50 4.84
H -1.58 0.79 2.83
O -2.77 0.31 -1.41
O 4.34 -7.33 -0.15
S 4.53 -6.35 -1.23
H -3.75 2.02 2.79
C -0.93 3.56 -0.72
H -2.65 1.64 -3.70
O 2.45 1.04 4.64
H -0.87 5.73 -0.69
H -2.66 3.26 2.20
O 2.82 -5.18 -3.36
H -0.44 3.29 0.21
C -2.71 2.34 2.77

(3)
The following is a DFT calculation (the ωB97M-V functional and the def2-TZVPD basis) of one molecule with the formula C14H15ClN2O4S in a non-equilibrium geometry.

Computed properties:
LUMO ... 0.38 eV
Net charge ... 0
Energy relative to the best compared isomer or geometry (same formula, charge and spin) ... 12.5 kcal per mole
Kohn-Sham gap ... 8.920 eV
HOMO level ... -8.536 eV
Largest force on an atom ... 1.02 eV Å⁻¹
Calculated total energy ... -1811.3339 Eh
SMILES ... C[C@H](NS(=O)(=O)c1ccc(Cl)cc1)C(=O)NCc1ccco1

Positions of all 37 atoms, in Å:
N 2.19 0.48 0.85
C -1.16 1.05 1.14
O -2.31 -2.39 2.31
Cl -1.96 2.56 -2.44
H 2.51 0.73 1.77
H 1.70 2.33 -0.02
H -1.06 2.98 0.20
C -1.50 -0.28 0.97
S -1.24 -1.43 2.31
H 0.06 -2.78 1.08
O 0.99 -1.05 -0.33
C 2.20 0.98 -1.56
H 1.26 -0.84 2.87
H 3.49 -1.80 2.26
C 3.00 0.25 -2.39
C -2.12 0.13 -1.30
N 0.15 -2.27 1.95
C -1.78 1.46 -1.13
H -2.49 -0.22 -2.25
H -0.80 1.37 2.10
H 0.23 0.83 -4.03
H 3.43 1.86 -0.07
H -2.24 -1.79 -0.33
C 2.27 0.06 -3.58
C 1.49 -0.66 0.71
H 3.98 -0.12 -2.17
H 2.69 -3.02 1.26
C -1.31 1.94 0.09
C 1.08 0.70 -3.40
C -1.98 -0.75 -0.24
O -0.97 -0.68 3.51
C 2.59 -2.39 2.14
C 1.36 -1.48 2.00
H 2.58 -0.48 -4.45
H 2.46 -3.03 3.01
O 1.04 1.27 -2.18
C 2.40 1.50 -0.18

(4)
The following is a DFT calculation (the ωB97M-V functional and the def2-TZVPD basis) of C13H19BrMnOSi as an isolated structure in a non-equilibrium geometry.

Computed properties:
LUMO (spin up / spin down) ... 4.87 / 4.86 eV
Net charge ... -2
Energy relative to the best compared isomer or geometry (same formula, charge and spin) ... 3.5 kcal per mole
Kohn-Sham gap (spin up / spin down) ... 4.817 / 4.826 eV
HOMO level (spin up / spin down) ... 0.056 / 0.038 eV
Largest force on an atom ... 2.21 eV Å⁻¹
Calculated total energy ... -4596.5708 Eh
2S+1 ... 6

Positions of all 36 atoms, in Å:
H -3.80 -2.34 -4.13
C 1.77 0.51 -1.41
H 0.22 1.54 -2.65
H -0.33 -1.13 4.55
H -0.60 0.21 5.67
H -0.21 3.08 4.59
H -1.75 -0.12 4.37
H -2.19 -1.13 -5.93
H 2.69 1.72 3.28
C -0.32 2.77 3.54
C 2.20 0.73 -0.07
C 2.07 1.02 3.86
H -0.30 2.98 -0.39
C -0.68 -0.09 4.62
H 1.73 2.41 1.35
C -0.69 -2.70 -5.35
Br -1.50 -0.71 -1.48
H -2.46 -4.44 -3.08
C 0.46 2.23 -0.52
H 2.24 -0.16 -2.12
Mn -0.03 0.20 0.02
H 0.16 -2.46 -5.98
H 2.13 1.35 4.91
C -2.78 -2.63 -4.37
H 3.00 0.21 0.46
C -0.78 -3.78 -4.42
C -2.07 -3.74 -3.82
H 0.26 3.49 2.94
H 2.55 0.03 3.81
O -0.11 0.27 1.96
C 1.49 1.88 0.43
H -1.38 2.91 3.27
H 0.00 -4.51 -4.22
C -1.93 -1.99 -5.32
C 0.70 1.41 -1.69
Si 0.24 0.97 3.34

(5)
The following is a DFT calculation (the ωB97M-V functional and the def2-TZVPD basis) of a 8-piece molecular cluster, C21H56F6O21PS7 overall in a non-equilibrium geometry.

Computed properties:
LUMO ... 1.80 eV
Net charge ... -1
Energy relative to the best compared isomer or geometry (same formula, charge and spin) ... 0.0 kcal per mole
Kohn-Sham gap ... 10.319 eV
HOMO level ... -8.520 eV
Largest force on an atom ... 1.99 eV Å⁻¹
Calculated total energy ... -6141.9053 Eh

Positions of all 112 atoms, in Å:
H -0.63 -1.33 3.01
O 2.19 -0.49 -5.43
H 5.08 -1.31 2.18
O -5.59 0.52 -0.37
H 5.56 0.31 1.59
S 3.06 -0.91 -4.16
C -2.99 -1.78 -1.01
F -0.98 1.07 -1.35
C -5.84 0.00 3.74
S 2.80 4.24 2.12
H 5.55 -3.35 0.74
H -1.50 -2.75 0.12
H 2.32 -2.00 -2.25
H -2.98 1.66 1.00
O 4.71 0.29 -0.90
H 2.71 -1.89 -6.81
H -3.48 3.18 0.23
C -0.78 4.69 3.44
H 1.25 -2.30 -5.84
H -0.40 4.66 4.46
H 1.43 -2.48 -3.76
C -3.04 -5.41 2.38
H -3.90 -1.21 -0.87
C -5.31 0.03 2.34
C -2.05 0.81 4.54
O 0.38 1.57 5.10
C -3.55 2.10 0.18
O 1.52 4.85 2.80
C 0.23 -0.82 3.43
C -1.48 0.72 -4.67
H -5.32 0.76 4.34
C 1.50 -1.59 3.13
C 0.98 -0.80 -7.43
H 8.16 -2.94 -0.78
O -2.74 -2.88 2.99
C -0.84 3.51 -4.05
H 4.19 2.66 3.13
H -2.18 -1.11 -1.33
H -3.17 1.66 -0.73
O -3.35 -3.50 0.70
H 7.94 -3.33 0.93
S -0.54 0.53 5.45
H -1.69 4.10 3.29
C -1.61 -0.78 -4.69
O 3.84 5.20 2.29
F -0.86 0.08 0.82
H 1.52 -2.53 3.68
H 1.53 -1.86 2.07
O -0.11 1.02 -4.38
S -3.59 -3.73 2.24
F 1.27 0.84 1.02
O 0.55 2.65 -6.08
H 0.55 0.14 -7.10
H -2.43 1.75 4.95
H -3.08 -2.49 -1.84
H 0.05 4.31 1.45
O 3.97 -1.94 -4.58
O -0.85 0.29 6.82
O -5.00 -3.71 2.44
C 4.80 -0.46 1.56
O 3.55 0.28 -3.59
H -2.45 -1.62 1.04
H 7.61 -4.56 -0.23
H -0.50 4.53 -4.21
F 0.66 -0.50 -0.80
C -2.52 -2.39 0.28
H -2.62 -5.60 3.36
O 1.60 2.62 -3.86
C 1.81 -1.66 -3.15
F 1.18 1.71 -1.05
H -5.80 -0.68 1.68
C 1.79 -1.52 -6.37
H -3.92 -6.03 2.24
O 3.62 -1.87 -0.28
H 1.60 -0.64 -8.32
S -5.27 1.71 0.34
H -1.02 5.72 3.16
H -1.40 -1.26 -3.74
C 0.27 4.16 2.50
H -2.11 1.13 -3.89
S 0.46 2.48 -4.66
H 5.59 -3.61 -0.97
H -2.73 0.00 4.77
C 7.54 -3.48 -0.07
P 0.16 0.88 -0.18
H 2.52 2.03 3.02
S 4.67 -0.90 -0.15
H -6.91 0.22 3.78
H 0.40 3.08 2.64
H -1.73 3.32 -4.63
H -2.35 -5.58 1.56
O -0.04 -0.83 4.86
H 0.16 -1.42 -7.82
C 3.14 2.90 3.22
H -5.66 -0.95 4.24
C 6.09 -3.06 -0.16
O 2.51 3.74 0.83
H -1.75 0.95 3.51
H -2.64 -1.06 -4.96
H 1.03 -0.92 -3.01
H -0.91 3.35 -2.98
F -0.51 2.24 0.47
O -6.03 2.90 0.11
O 6.05 -1.65 -0.40
H -1.74 1.12 -5.66
H -4.25 -0.28 2.37
H 0.29 0.17 2.98
H 2.91 3.24 4.23
O -5.39 1.40 1.90
H -1.00 -1.23 -5.48
H 2.38 -1.02 3.41
H 3.84 -0.05 1.83

(6)
The following is a DFT calculation (the ωB97M-V functional and the def2-TZVPD basis) of an isolated ion of composition C4H7N4O2 and charge +1 in a non-equilibrium geometry.

Computed properties:
LUMO ... -4.15 eV
Net charge ... +1
Energy relative to the best compared isomer or geometry (same formula, charge and spin) ... 40.8 kcal per mole
Kohn-Sham gap ... 10.577 eV
HOMO level ... -14.729 eV
Largest force on an atom ... 5.57 eV Å⁻¹
Calculated total energy ... -525.7393 Eh
SMILES ... CC(=O)O[C@@]12NC=NN1[NH2+]2

Positions of all 17 atoms, in Å:
C 2.88 -0.21 0.47
C -2.85 -0.62 0.06
O 0.67 -0.52 0.15
H 0.22 1.52 -0.72
H 3.70 0.46 0.65
H 3.27 -0.99 -0.22
N -0.78 1.05 -0.77
C 1.60 0.44 0.13
N -1.44 0.87 0.61
H -3.87 -1.11 -0.03
H 2.91 -0.69 1.49
O 1.55 1.62 -0.19
H -1.39 -2.16 -0.28
N -2.69 0.52 0.66
H -1.44 1.25 -1.52
C -0.70 -0.21 -0.08
N -1.65 -1.21 -0.39

(7)
The following is a DFT calculation (the ωB97M-V functional and the def2-TZVPD basis) of BrMn as an isolated structure in a non-equilibrium geometry.

Computed properties:
LUMO (spin up / spin down) ... -7.94 / -7.96 eV
Net charge ... +1
Energy relative to the best compared isomer or geometry (same formula, charge and spin) ... 5.2 kcal per mole
Kohn-Sham gap (spin up / spin down) ... 7.339 / 7.371 eV
HOMO level (spin up / spin down) ... -15.284 / -15.329 eV
Largest force on an atom ... 2.22 eV Å⁻¹
Calculated total energy ... -3724.6989 Eh
2S+1 ... 6

Positions of all 2 atoms, in Å:
Br 0.94 0.68 -0.40
Mn -0.94 -0.68 0.40

(8)
The following is a DFT calculation (the ωB97M-V functional and the def2-TZVPD basis) of a 3-piece molecular cluster, C32H59F9IN2O12P2 overall in a non-equilibrium geometry.

Computed properties:
LUMO ... -3.14 eV
Net charge ... +1
Kohn-Sham gap ... 7.317 eV
HOMO level ... -10.456 eV
Largest force on an atom ... 8.51 eV Å⁻¹
Calculated total energy ... -4145.7981 Eh

Positions of all 117 atoms, in Å:
H 4.65 -2.80 1.22
H -5.65 -0.55 2.15
F -2.27 -7.66 0.28
C -1.75 0.06 -0.51
H -3.36 2.06 0.41
H 5.15 -0.27 -0.16
F 0.01 -6.73 0.08
P -6.31 0.32 -1.39
H 6.16 -2.30 2.16
N -3.98 -0.28 -3.07
O 2.30 1.55 2.59
H -2.92 5.49 -1.38
H -4.05 6.76 0.78
H -1.96 -1.43 1.76
C -2.06 1.01 -1.78
C -2.11 6.18 -1.13
C 8.83 -2.00 -1.35
H 4.23 1.27 3.45
H -1.37 1.60 1.12
C -3.95 1.08 0.22
H -0.51 7.62 0.02
H -3.65 1.85 -3.11
H -2.44 7.39 2.43
F 0.18 -3.44 -2.67
O -1.73 5.94 0.22
C 5.62 -2.14 1.15
H -6.34 -0.94 3.86
H 11.75 -5.07 -0.46
C -0.75 0.82 0.51
C -5.66 -0.24 3.26
C -3.57 0.98 -2.34
H 9.08 -2.99 -3.57
H -4.19 0.56 4.83
H 2.31 0.61 -1.26
C -2.17 -7.02 -1.00
O -6.16 -1.38 -1.25
H 11.86 -3.30 -0.32
C -0.94 -4.61 -0.68
H 9.82 -5.57 -2.05
C -5.06 2.87 -1.34
H 9.89 -1.88 -1.61
H 10.28 -4.09 -0.22
C -4.40 0.11 -4.26
O 3.83 -0.47 1.54
C -2.99 0.19 2.91
H -4.78 1.06 1.02
H -2.03 -0.01 3.55
O 4.08 2.08 0.57
C 2.69 -0.13 4.51
F -1.95 -4.34 0.30
H -5.55 3.08 -2.37
C -4.20 7.84 0.79
H 2.70 0.06 5.65
F -3.32 -6.25 -1.35
H -4.78 8.11 1.68
C -1.09 -3.76 -2.04
C -1.01 -1.34 -0.88
H 0.31 2.18 -1.09
C 8.85 -3.81 -2.88
C 5.16 -0.58 0.95
O -2.97 8.55 0.79
H -0.75 -1.98 0.07
C -1.85 -2.32 -1.85
H -7.24 0.06 -3.44
F -1.87 -4.44 -3.07
C -4.69 1.27 -1.20
C -2.91 -0.76 1.63
H 8.24 -1.25 -1.89
H 1.45 -0.49 0.07
H -3.94 -1.23 4.41
H -0.31 0.11 1.33
O 11.17 -3.99 -2.12
O -7.17 0.82 -2.81
C 10.07 -4.71 -2.67
F 0.02 -6.43 -2.20
H -3.57 -0.86 -0.30
P 3.08 1.04 1.12
C -4.21 -0.20 3.95
H 8.72 -1.83 -0.28
H -4.07 3.45 -1.20
H -1.88 2.10 -1.41
H -5.77 3.17 -0.47
H -6.37 -1.78 -2.13
H -2.01 -1.93 -2.91
C -1.98 7.94 1.61
H 6.21 -2.55 0.25
H -2.90 -2.57 -1.42
C 0.50 1.59 -0.13
O -4.80 0.39 -5.42
H 8.05 -4.41 -3.33
O -7.22 0.78 -0.20
H -0.29 6.63 1.48
H 10.39 -5.08 -3.65
C -0.78 -6.20 -1.03
H -6.95 1.22 2.71
C -1.04 7.04 0.80
C 3.12 1.23 3.76
F -2.03 -8.10 -1.96
H 0.03 -1.18 -1.38
H -2.99 1.32 2.73
O -6.20 1.13 3.36
H -3.79 -1.52 1.73
C 1.80 0.58 -0.23
H -4.76 8.12 -0.10
H 3.47 -0.95 4.30
H 1.66 -0.54 4.22
I -0.78 0.76 -3.52
F 0.34 -4.23 -0.10
H 5.87 0.08 1.59
O 8.34 -3.30 -1.65
N -3.05 -0.15 0.27
H -1.38 8.75 2.05
C 11.25 -4.12 -0.71
H -2.47 7.20 -1.29
H 0.83 2.38 0.66
H -1.26 5.99 -1.79
H 2.94 2.09 4.52

Number 6 is which compound?
C4H7N4O2